Entry from the Open Molecules 2025 dataset: C44H114B2N10O18Pb as an isolated structure at a distorted geometry (ωB97M-V/def2-TZVPD).

Each line ends with the Löwdin charge.
Cartesian coordinates (Å):
Pb: -9.3271 -5.0216 17.0309  1.55
O: -8.9559 -3.3104 7.2972  0.13
C: -9.4833 -3.5943 8.3308  -0.38
O: -8.9000 -3.5376 9.5184  0.22
B: -9.9012 -3.7007 10.5611  -0.84
O: -11.1529 -4.1266 9.8502  0.21
C: -10.9450 -4.0144 8.5310  -0.41
O: -11.6165 -4.2417 7.6201  0.19
O: -10.1005 -2.3841 11.2429  0.22
C: -9.9891 -2.5135 12.5229  -0.43
O: -10.0854 -1.6442 13.3128  0.13
C: -9.5929 -3.9748 12.8348  -0.35
O: -9.4211 -4.5811 11.6728  0.21
O: -9.3058 -4.3744 13.9344  0.09
B: -7.1862 -6.1150 15.9224  -0.46
H: -6.7066 -5.1533 15.3492  -0.01
H: -8.2013 -6.4529 15.2914  -0.03
H: -6.3862 -7.0334 16.0413  0.02
H: -7.4398 -5.9090 17.0955  -0.11
C: -11.2637 -8.7622 14.8342  -0.05
C: -10.7791 -7.3717 15.2109  -0.41
C: -11.9847 -6.4401 15.3119  -0.17
O: -11.6979 -5.1903 15.9805  -0.36
C: -12.8444 -4.3775 16.0248  -0.10
N: -10.1438 -7.4328 16.5691  -0.06
H: -12.0618 -9.0435 15.5375  0.09
H: -10.4491 -9.4739 14.8163  0.09
H: -11.8218 -8.7188 13.9045  0.09
H: -10.0196 -7.0556 14.4950  0.12
H: -12.7752 -6.9521 15.8703  0.14
H: -12.2237 -6.1975 14.2845  0.14
H: -12.5516 -3.3274 16.0377  0.09
H: -13.4831 -4.5757 16.8986  0.10
H: -13.5150 -4.5027 15.1662  0.09
H: -10.7437 -8.0806 17.0898  0.10
H: -9.2287 -7.8917 16.5628  0.08
C: -14.1046 -1.1399 4.6935  -0.06
C: -13.8272 -2.6318 4.7555  -0.40
C: -12.4235 -2.9057 4.2431  -0.20
O: -12.2034 -4.3085 4.2767  -0.21
C: -10.8661 -4.6567 4.0257  -0.10
N: -13.9336 -3.0880 6.1541  0.07
H: -14.3853 -0.7345 3.7260  0.08
H: -13.2318 -0.5954 5.0851  0.05
H: -14.8569 -0.9148 5.4569  0.08
H: -14.5155 -3.2022 4.1213  0.13
H: -11.7442 -2.4560 4.9939  0.12
H: -12.2290 -2.4337 3.2679  0.14
H: -10.7052 -4.7533 2.9447  0.09
H: -10.7117 -5.6514 4.4484  0.08
H: -10.1620 -3.9551 4.4762  0.09
H: -13.1461 -3.7320 6.2282  0.02
H: -13.6790 -2.3497 6.8040  0.02
C: -14.6913 -6.4839 10.8559  -0.07
C: -15.3692 -6.0149 9.5435  -0.44
C: -16.7139 -5.4074 9.8554  -0.23
O: -17.2854 -5.0204 8.6378  -0.18
C: -18.6698 -4.8848 8.6542  -0.14
N: -14.5673 -5.0436 8.8383  0.07
H: -13.7850 -7.0452 10.6320  0.07
H: -15.4257 -7.0522 11.4395  0.07
H: -14.3707 -5.5860 11.3856  0.06
H: -15.5684 -6.9544 9.0036  0.14
H: -16.5414 -4.4824 10.4464  0.13
H: -17.3737 -6.0917 10.4088  0.13
H: -18.9879 -4.3614 7.7595  0.09
H: -18.9844 -4.2587 9.5135  0.09
H: -19.1800 -5.8516 8.7645  0.08
H: -14.4964 -4.1851 9.3762  0.06
H: -13.6478 -5.3654 8.5830  0.05
C: -7.9169 -6.9824 4.9427  -0.05
C: -7.6474 -7.2350 6.4033  -0.46
C: -6.6590 -8.3712 6.5685  -0.21
O: -7.0624 -9.5857 5.9465  -0.20
C: -8.0614 -10.2850 6.6799  -0.10
N: -7.0866 -6.0064 6.9919  0.05
H: -8.3809 -7.8797 4.5291  0.09
H: -7.0064 -6.7842 4.3805  0.09
H: -8.6025 -6.1397 4.8395  0.05
H: -8.5973 -7.4928 6.8993  0.13
H: -6.3470 -8.5505 7.6084  0.13
H: -5.7659 -8.1004 5.9944  0.13
H: -8.5126 -11.0111 6.0142  0.09
H: -8.8377 -9.5909 7.0199  0.08
H: -7.6022 -10.7392 7.5652  0.09
H: -7.1207 -5.9696 8.0109  0.06
H: -7.7707 -5.2929 6.7322  0.04
C: -5.5445 -0.5894 9.4305  -0.04
C: -7.0619 -0.4142 9.5294  -0.43
C: -7.4311 0.9651 10.0437  -0.22
O: -7.1188 1.1178 11.4019  -0.17
C: -8.1263 0.7115 12.3076  -0.10
N: -7.6544 -0.5552 8.2044  0.07
H: -5.1684 -0.3482 8.4365  0.08
H: -5.3117 -1.6365 9.6276  0.04
H: -5.0362 0.0767 10.1298  0.08
H: -7.4297 -1.1055 10.3056  0.12
H: -8.4858 1.1888 9.8025  0.12
H: -6.8766 1.7349 9.4928  0.13
H: -7.9131 1.1363 13.2898  0.08
H: -8.1591 -0.3801 12.3652  0.06
H: -9.1283 1.0819 12.0409  0.10
H: -8.6708 -0.4334 8.3221  0.05
H: -7.6893 -1.5353 7.9001  0.06
C: -13.3601 -0.2969 12.5728  -0.05
C: -13.7302 -1.7887 12.4567  -0.43
C: -15.1712 -2.0390 12.8441  -0.23
O: -15.3845 -1.6928 14.1784  -0.18
C: -16.2980 -2.5332 14.8594  -0.11
N: -13.5652 -2.2714 11.1192  0.06
H: -13.5708 0.0932 13.5805  0.08
H: -13.9758 0.3332 11.9238  0.08
H: -12.2841 -0.1824 12.4349  0.06
H: -13.0529 -2.2705 13.1679  0.13
H: -15.3330 -3.1118 12.6593  0.11
H: -15.8634 -1.4616 12.2188  0.14
H: -16.2982 -3.5972 14.5593  0.08
H: -17.3365 -2.2382 14.6098  0.09
H: -16.1194 -2.4701 15.9285  0.08
H: -14.3299 -2.1170 10.4859  0.08
H: -12.6481 -2.2210 10.7000  0.04
C: -5.9263 -4.0088 10.8898  -0.05
C: -5.5947 -4.8384 12.1367  -0.40
C: -5.3988 -3.8833 13.2864  -0.23
O: -4.8593 -4.5918 14.3545  -0.20
C: -4.4599 -3.7873 15.3863  -0.14
N: -6.6967 -5.7451 12.4636  0.08
H: -5.8834 -4.6208 9.9816  0.08
H: -5.1637 -3.2422 10.7056  0.06
H: -6.9349 -3.6143 10.9673  0.06
H: -4.6615 -5.3798 11.9900  0.14
H: -6.3737 -3.4463 13.5647  0.13
H: -4.6917 -3.1102 12.9551  0.13
H: -3.7412 -4.3176 16.0071  0.10
H: -5.3286 -3.5002 16.0047  0.07
H: -3.9792 -2.8519 15.0579  0.09
H: -7.5750 -5.2308 12.5643  0.04
H: -6.8621 -6.3778 11.6836  0.08
C: -14.4044 -7.3361 3.8455  -0.06
C: -15.2158 -6.4113 4.8045  -0.38
C: -16.5345 -7.0607 5.2168  -0.27
O: -17.3571 -6.1998 5.8864  -0.15
C: -18.6036 -6.8331 6.0974  -0.12
N: -14.4195 -6.0051 5.9846  0.05
H: -13.5533 -7.8294 4.3079  0.07
H: -14.0049 -6.7893 2.9832  0.07
H: -15.0817 -8.0474 3.3399  0.07
H: -15.3602 -5.5079 4.2010  0.13
H: -16.2760 -7.9588 5.8137  0.14
H: -17.0039 -7.4477 4.2970  0.12
H: -18.4251 -7.5337 6.9295  0.10
H: -18.9884 -7.3955 5.2360  0.09
H: -19.4008 -6.1479 6.3700  0.07
H: -14.1190 -6.7929 6.5621  0.07
H: -13.5230 -5.6452 5.6593  0.04
C: -7.9374 -0.7279 15.6631  -0.04
C: -8.1906 -2.0080 16.4281  -0.42
C: -7.8909 -1.9444 17.9127  -0.19
O: -7.5545 -3.2526 18.3462  -0.31
C: -6.5528 -3.2691 19.3227  -0.10
N: -9.5810 -2.5164 16.1852  -0.03
H: -8.7656 -0.0096 15.7839  0.10
H: -7.9198 -0.9188 14.5906  0.05
H: -7.0696 -0.1499 15.9872  0.09
H: -7.5502 -2.7914 16.0053  0.11
H: -8.7373 -1.6121 18.5284  0.14
H: -7.1040 -1.1960 18.0483  0.13
H: -6.5197 -4.2161 19.8672  0.09
H: -6.7050 -2.5056 20.0933  0.10
H: -5.5619 -3.1501 18.8718  0.10
H: -10.2077 -1.8774 16.6903  0.10
H: -9.7843 -2.2790 15.2049  0.05
C: -13.5022 0.2115 7.9436  -0.04
C: -12.2967 -0.7573 7.9474  -0.37
C: -11.2413 -0.2871 6.9992  -0.23
O: -10.7801 0.9836 7.4065  -0.20
C: -9.9919 1.6583 6.4153  -0.08
N: -11.7013 -0.8551 9.3400  0.08
H: -14.4337 -0.2843 8.2373  0.08
H: -13.7187 0.5411 6.9180  0.07
H: -13.3230 1.0908 8.5571  0.08
H: -12.6305 -1.7478 7.6359  0.09
H: -11.6328 -0.2784 5.9672  0.10
H: -10.4280 -1.0358 6.9543  0.12
H: -9.7547 2.6397 6.8302  0.09
H: -10.4898 1.7215 5.4427  0.09
H: -9.0134 1.1692 6.2793  0.08
H: -11.1265 -0.0033 9.4016  0.08
H: -12.4637 -0.6000 9.9635  0.03

Forces on atoms 1 to 3 (eV/Å):
0.1 0.2 -0.1
0.0 -0.2 -0.4
0.3 0.6 0.6

The molar mass comes out at 1300.272 g mol⁻¹. Its energy above the lowest of the compared OMol25 structures with the same formula, charge and spin is 0.0 kcal/mol. Its spin multiplicity is 1. As for the total charge: 0. The value obtained for the LUMO energy is -1.1 eV.

=====

Entry from the Open Molecules 2025 dataset: a 9-piece molecular cluster, C6H31NO10 overall at a distorted geometry (ωB97M-V/def2-TZVPD).

Each line ends with the natural charge from an NBO analysis.
Cartesian coordinates (Å):
C: -22.7129 23.0712 -13.6188  -0.24
O: -22.6042 23.3739 -14.9686  -0.54
C: -21.9632 22.3737 -15.8268  -0.07
C: -22.6752 20.9865 -15.8542  -0.08
C: -22.1044 20.0093 -16.9107  -0.61
N: -24.0658 21.0675 -16.1807  -0.83
H: -23.1825 23.8799 -13.0589  0.19
H: -21.7464 22.8935 -13.1472  0.16
H: -23.3176 22.1746 -13.4830  0.16
H: -22.0173 22.6924 -16.8678  0.20
H: -20.8972 22.2066 -15.6728  0.17
H: -22.6511 20.4838 -14.8874  0.16
H: -22.6135 19.0551 -17.0464  0.22
H: -21.0565 19.7673 -16.7331  0.20
H: -22.0936 20.4977 -17.8851  0.21
H: -24.5015 21.7228 -15.5476  0.36
H: -24.5194 20.2005 -15.9307  0.35
O: -35.2892 16.3642 -12.0658  -0.73
C: -35.4019 15.8979 -13.4518  -0.09
C: -35.3073 17.0480 -14.4323  -0.10
O: -36.2353 18.0632 -14.0929  -0.72
H: -36.1303 16.7600 -11.8261  0.47
H: -34.5591 15.2232 -13.6023  0.18
H: -36.3029 15.3033 -13.6028  0.16
H: -35.4644 16.7771 -15.4764  0.17
H: -34.3049 17.4699 -14.3594  0.18
H: -37.0408 17.8854 -14.5838  0.46
O: -31.3627 16.6237 -10.4468  -0.95
H: -31.3118 16.8404 -9.5158  0.47
H: -32.2950 16.6805 -10.6558  0.48
O: -29.5014 19.2151 -13.4412  -0.95
H: -29.9983 18.7698 -12.7548  0.48
H: -28.9352 18.5355 -13.8068  0.48
O: -28.8073 14.2703 -13.1044  -0.94
H: -29.5519 13.6871 -13.2518  0.47
H: -29.1988 15.0833 -12.7850  0.47
O: -32.6705 20.9960 -10.2904  -0.93
H: -31.8449 21.4695 -10.3924  0.47
H: -32.9437 21.1808 -9.3917  0.47
O: -30.8298 22.3038 -16.1924  -0.94
H: -31.4733 22.8969 -15.8046  0.46
H: -30.7404 21.5961 -15.5540  0.47
O: -26.4415 16.6770 -15.2636  -0.94
H: -25.6576 16.4265 -14.7748  0.47
H: -27.0091 15.9075 -15.2177  0.48
O: -27.6294 22.5985 -12.3271  -0.94
H: -28.0000 22.7947 -11.4667  0.46
H: -28.2269 21.9527 -12.7042  0.48

Forces on atoms 1 to 3 (eV/Å):
0.1 -0.8 0.6
0.8 -0.4 -2.0
-1.3 -0.9 -0.1

The molar mass comes out at 277.311 g mol⁻¹. Its energy above the lowest of the compared OMol25 structures with the same formula, charge and spin is 82.4 kcal/mol. Its spin multiplicity is 1. Its SMILES is COC[C@H](C)N.OCCO.O.O.O.O.O.O.O. As for the total charge: 0. The value obtained for the LUMO energy is 0.1 eV.